No. 1
The following is a quantum chemistry calculation of 13 unconnected molecules or ions with the total composition C4H33NO13 in a non-equilibrium geometry, from OMol25.

```
51
Properties=species:S:1:pos:R:3:forces:R:3
O 0.14100 -2.69754 -2.43177 -0.363 0.207 0.533
O -3.30897 2.37608 0.13635 -0.257 -0.505 -0.129
O -2.73068 -0.95801 1.39264 0.127 0.228 0.489
O 2.68564 -3.11855 -1.31768 -0.411 0.441 -0.028
O -4.73456 0.00351 -0.03943 0.036 -0.432 0.431
O -0.11270 1.25969 3.54279 -0.153 0.175 -0.222
O 2.93428 -0.62289 -2.63567 -0.318 0.425 0.255
O -3.15368 1.39676 2.58229 0.309 -0.042 1.130
O 1.76116 0.88019 0.94507 2.129 0.872 3.232
O 1.61857 -0.94227 3.14193 0.496 -0.290 -0.061
O 1.22748 -2.35063 0.82234 0.618 -0.081 0.282
O -1.31885 -2.95292 0.38873 0.158 -0.389 -0.197
O -0.71862 1.98813 0.85307 -1.166 -0.191 -0.250
N 0.54751 0.27467 -0.90589 -1.462 -1.611 -2.654
C 0.33843 1.49523 -1.69148 -0.215 0.260 -1.268
C 2.84915 1.70448 -2.06057 -1.140 0.193 0.267
C 1.45615 1.76423 -2.69678 -0.254 -0.357 -0.365
C 3.46265 0.34771 -2.12910 0.603 -0.755 -0.847
H 0.01740 1.62165 2.65019 -0.083 0.076 0.108
H -4.39949 -0.42841 0.77806 -0.281 0.390 -0.740
H -3.70503 1.47212 0.13339 -0.105 0.492 -0.487
H 2.99576 -2.28072 -1.70103 0.128 -0.331 -0.306
H 1.63313 -1.68117 2.50023 -0.199 0.018 0.147
H 0.28207 2.39644 -1.06677 0.169 -0.416 -0.066
H 0.95605 -3.05832 -2.02912 0.181 -0.057 -0.526
H 0.06762 -3.06952 -3.31304 0.124 -0.070 -0.005
H 3.46933 2.48411 -2.49757 0.464 -0.168 0.231
H -3.21537 1.06762 3.49072 -0.387 0.130 0.020
H 2.69299 1.88938 -0.98863 0.598 0.314 0.007
H 0.48238 0.49906 3.53707 -0.103 -0.148 0.167
H 1.43934 0.48699 0.12288 0.110 -0.605 -0.441
H 1.43080 1.09316 -3.56175 -0.178 -0.107 0.213
H -3.09354 -0.82310 2.27725 0.115 -0.393 0.089
H -2.24349 1.73234 2.62908 0.251 0.093 -0.385
H -1.19527 -2.83192 -0.56145 -0.144 -0.047 -0.163
H -0.62696 1.42172 -2.20596 0.117 0.212 -0.113
H 4.49044 0.17224 -1.76570 -0.050 0.560 0.363
H 0.67984 -0.52171 -1.52965 0.071 0.124 -0.370
H -1.93825 -2.27600 0.71720 0.158 -0.070 -0.027
H -3.64275 2.68791 0.98622 0.181 0.264 -0.024
H -0.29969 0.03682 -0.40085 -0.185 -0.026 -0.063
H 1.01886 -1.43885 0.58532 -0.333 -0.195 0.029
H -4.35940 -0.57639 -0.71246 -0.163 0.087 -0.158
H -0.06418 1.58155 0.27264 -0.176 0.639 1.278
H -1.56343 2.06832 0.33365 0.415 0.361 0.577
H 1.79523 0.21574 1.66028 -0.042 0.556 -0.312
H -2.30249 -0.09146 1.29304 0.101 -0.023 -0.148
H 0.39617 -2.86765 0.82164 -0.437 0.502 -0.049
H 2.54714 -0.78544 3.34780 -0.015 -0.018 0.215
H 1.21661 2.75034 -3.09369 0.363 0.151 0.009
H 2.09420 -2.79471 -0.60582 0.596 -0.441 0.330
```
Positions in Å, forces in eV/Å.

Computed properties:
HOMO level: -10.244 eV
LUMO: 0.07 eV
Relative energy (zero: lowest compared OMol25 entry of this formula, charge and spin): 86.01 kJ/mol
Gap between HOMO and LUMO: 10.312 eV

No. 2
The following is a quantum chemistry calculation of C5H9N3 in the gas phase in a non-equilibrium geometry, from OMol25.

```
17
Properties=species:S:1:pos:R:3:forces:R:3
N -0.84153 -0.32766 2.86598 -2.165 0.720 0.443
N -2.57939 -0.46135 0.55706 1.137 0.041 0.567
N -0.42931 -0.90666 1.87308 -2.100 -1.930 -1.491
C 1.97054 1.13139 -0.49079 0.072 -0.028 -0.086
C 0.67407 0.78667 0.16767 -1.351 -0.037 -1.702
C -1.32608 -0.47001 0.49803 0.101 1.304 2.233
C -0.28303 -0.03110 -0.37428 2.332 0.742 -0.323
C -0.10943 -0.82606 -1.63913 0.207 0.235 -0.336
H -1.21441 -0.98139 3.58641 1.574 0.119 0.544
H 0.38977 -0.23635 -2.41191 -0.036 -0.090 0.044
H -3.01894 0.07741 -0.19272 0.180 -0.573 -0.287
H 0.39743 1.42150 1.00500 0.117 -0.544 0.375
H 2.34927 0.31945 -1.11587 -0.090 0.086 0.016
H 2.72665 1.34255 0.26972 -0.060 0.026 -0.078
H 1.86918 2.02779 -1.11310 0.081 -0.046 0.040
H -1.07479 -1.15120 -2.03407 0.085 0.012 0.073
H 0.49999 -1.71496 -1.45108 -0.084 -0.035 -0.031
```
Positions in Å, forces in eV/Å.

Computed properties:
SMILES: [H]/N=N/C(=N/[H])C(/C)=C/C
HOMO level (alpha / beta): -7.835 / -7.714 eV
LUMO (alpha / beta): -0.25 / -0.04 eV
Relative energy (zero: lowest compared OMol25 entry of this formula, charge and spin): 505.79 kJ/mol
Gap between HOMO and LUMO (alpha / beta): 7.585 / 7.677 eV

No. 3
The following is a quantum chemistry calculation of CH5N3S2 in the gas phase in a non-equilibrium geometry, from OMol25.

```
11
Properties=species:S:1:pos:R:3:forces:R:3
S 1.73429 -1.15185 -0.14564 0.049 0.475 -0.068
S -2.35430 -1.03536 -0.07848 -0.117 0.614 0.209
N 0.43207 1.74343 0.16481 -0.842 -0.066 -1.065
N -0.69601 1.01368 -0.37769 1.106 0.404 1.054
N 0.15166 -1.04376 0.49770 1.218 -0.421 0.534
C -0.88772 -0.24435 0.04855 -1.196 -2.342 -0.626
H -1.56678 1.53837 -0.43584 0.453 -0.051 -0.164
H 1.47333 -1.66905 -1.36537 -0.167 -0.006 0.072
H 1.24429 1.39259 -0.32797 0.082 0.191 -0.188
H -0.07514 -1.96084 0.91741 -0.674 1.240 -0.617
H 0.54432 1.41716 1.10252 0.088 -0.038 0.858
```
Positions in Å, forces in eV/Å.

Computed properties:
SMILES: NNC(=S)NS
HOMO level: -8.502 eV
LUMO: 0.38 eV
Relative energy (zero: lowest compared OMol25 entry of this formula, charge and spin): 55.78 kJ/mol
Gap between HOMO and LUMO: 8.880 eV

Question: What is the relative energy (zero: lowest compared OMol25 entry of this formula, charge and spin) in the third record?
Answer: 55.78 kJ/mol

Question: What is the relative energy (zero: lowest compared OMol25 entry of this formula, charge and spin) in the third record?
Answer: 55.78 kJ/mol

Question: Which value of relative energy (zero: lowest compared OMol25 entry of this formula, charge and spin) does entry 3 give?
Answer: 55.78 kJ/mol